[1]
This record from the Open Molecules 2025 dataset describes an isolated molecule of C3H4S2 in a non-equilibrium geometry. The level of theory is ωB97M-V/def2-TZVPD.

Structure (ORCA input):
```
! wB97M-V def2-TZVPD RIJCOSX def2/J DEFGRID3
* xyz 0 1
C -3.05 0.16 0.14
C -1.80 0.36 -0.08
C 0.92 0.50 0.01
H -3.72 1.00 -0.13
H -3.61 -0.73 0.38
H -1.60 1.39 -0.30
H 0.46 1.52 0.12
S -0.48 -0.63 -0.06
S 2.48 0.05 0.04
*
```

Results
HOMO level (eV): -8.8552
SMILES: C=CSC=S
Strongest force on any atom (eV/A): 4.50
Kohn-Sham gap (eV): 8.32

[2]
This record from the Open Molecules 2025 dataset describes a structure of composition C26H27Cl2FeN5O6S. The level of theory is ωB97M-V/def2-TZVPD.

Structure (ORCA input):
```
! wB97M-V def2-TZVPD RIJCOSX def2/J DEFGRID3
* xyz -1 6
Fe -0.10 0.52 0.04
N 0.19 -1.52 0.97
C 0.85 -1.41 2.27
C 1.87 -0.29 2.18
O 2.92 -0.34 2.84
N 1.46 0.67 1.36
C 2.35 1.77 1.06
C 2.24 2.09 -0.42
O 2.94 2.95 -0.95
O 1.35 1.40 -1.05
H -0.68 -2.05 1.00
H 0.78 -1.95 0.27
H 1.32 -2.33 2.61
H 0.10 -1.11 3.01
H 3.38 1.55 1.34
H 2.04 2.67 1.59
S 0.09 -1.12 -2.15
C -1.57 -1.27 -1.74
C -2.54 -1.92 -2.52
C -3.86 -1.89 -2.13
C -4.22 -1.22 -0.96
C -3.22 -0.61 -0.24
N -1.93 -0.65 -0.60
H -2.23 -2.42 -3.43
H -4.61 -2.38 -2.73
H -5.25 -1.16 -0.63
H -3.43 -0.07 0.68
C 1.02 3.44 -3.77
N -0.04 3.27 -2.81
C -0.19 4.32 -1.82
C -0.53 2.05 -2.57
O -1.27 1.75 -1.63
H 0.84 4.33 -4.38
H 1.06 2.56 -4.42
H 1.98 3.52 -3.25
H -0.43 5.26 -2.32
H 0.75 4.44 -1.27
H -0.97 4.05 -1.12
H -0.23 1.30 -3.31
Cl -5.10 1.84 5.87
C -4.91 0.16 5.51
C -5.81 -0.74 6.05
C -5.75 -2.08 5.71
C -4.76 -2.52 4.84
C -3.84 -1.62 4.34
Cl -2.60 -2.21 3.28
C -3.87 -0.25 4.65
N -2.96 0.63 4.10
C -2.18 1.53 4.85
C -1.93 1.31 6.20
C -1.15 2.19 6.92
C -0.59 3.29 6.30
C -0.84 3.51 4.95
C -1.64 2.65 4.21
C -1.94 2.96 2.77
C -1.23 2.09 1.75
O -0.49 2.60 0.89
O -1.40 0.83 1.78
H -6.58 -0.36 6.71
H -6.46 -2.78 6.13
H -4.69 -3.56 4.56
H -2.58 0.41 3.18
H -2.35 0.43 6.68
H -0.96 2.00 7.97
H 0.04 3.98 6.85
H -0.40 4.37 4.46
H -1.68 4.00 2.55
H -3.02 2.84 2.60
*
```

Results
HOMO level (spin up / spin down) (eV): -4.9777 / -4.9104
Strongest force on any atom (eV/A): 0.49
Kohn-Sham gap (spin up / spin down) (eV): 7.27 / 7.20
⟨S²⟩: 8.76

[3]
This record from the Open Molecules 2025 dataset describes an isolated molecule of C6H13BO in a non-equilibrium geometry. The level of theory is ωB97M-V/def2-TZVPD.

Structure (ORCA input):
```
! wB97M-V def2-TZVPD RIJCOSX def2/J DEFGRID3
* xyz 0 1
B -0.32 -1.13 -0.01
C 1.67 0.78 -0.82
C 0.29 1.32 -0.20
C 2.54 0.05 0.32
C -0.57 0.25 0.48
C -0.64 -2.63 -0.25
C -2.18 0.70 0.60
O 2.20 -1.19 0.41
H 1.52 -0.14 -1.60
H 2.13 1.72 -1.22
H 0.74 2.00 0.57
H -0.19 1.89 -0.93
H 3.61 0.26 0.14
H 2.50 0.73 1.30
H -0.25 0.16 1.51
H 0.12 -2.98 -1.02
H -1.60 -2.73 -0.70
H -0.56 -3.33 0.65
H -2.75 0.26 1.39
H -2.73 0.45 -0.29
H -2.19 1.77 0.84
*
```

Results
HOMO level (spin up / spin down) (eV): -7.5069 / -7.5075
Strongest force on any atom (eV/A): 4.27
Kohn-Sham gap (spin up / spin down) (eV): 7.26 / 7.26

[4]
This record from the Open Molecules 2025 dataset describes an isolated molecule of C3H3Cl2NO2S in a non-equilibrium geometry. The level of theory is ωB97M-V/def2-TZVPD.

Structure (ORCA input):
```
! wB97M-V def2-TZVPD RIJCOSX def2/J DEFGRID3
* xyz 0 1
C 0.17 1.19 -0.52
C -1.02 0.43 0.08
C -0.84 -1.00 0.56
N 1.33 0.42 -0.78
O 0.14 2.34 -0.79
O 2.45 -1.52 0.63
S 1.50 -1.38 -0.42
Cl -1.40 1.42 1.56
Cl -1.82 -2.14 -0.31
H -1.73 0.57 -0.62
H -0.95 -1.14 1.65
H 2.18 0.81 -1.04
*
```

Results
HOMO level (spin up / spin down) (eV): -9.1972 / -9.2392
Strongest force on any atom (eV/A): 4.46
Kohn-Sham gap (spin up / spin down) (eV): 7.86 / 7.94

[5]
This record from the Open Molecules 2025 dataset describes a cluster of 2 separate species, C2H4ClN in total in a non-equilibrium geometry. The level of theory is ωB97M-V/def2-TZVPD.

Structure (ORCA input):
```
! wB97M-V def2-TZVPD RIJCOSX def2/J DEFGRID3
* xyz 0 1
C -0.09 1.75 0.20
C -0.04 -1.74 -0.26
N -1.25 1.39 0.03
Cl 1.38 -0.92 0.02
H 0.62 2.53 -0.03
H 0.71 1.07 0.72
H -0.31 -2.14 -1.24
H -0.46 -2.28 0.60
*
```

Results
HOMO level (spin up / spin down) (eV): -9.2151 / -8.6159
Strongest force on any atom (eV/A): 2.72
Kohn-Sham gap (spin up / spin down) (eV): 9.08 / 8.37

[6]
This record from the Open Molecules 2025 dataset describes a cluster of 2 separate species, CHClFNO in total in a non-equilibrium geometry. The level of theory is ωB97M-V/def2-TZVPD.

Structure (ORCA input):
```
! wB97M-V def2-TZVPD RIJCOSX def2/J DEFGRID3
* xyz 0 1
C -0.20 0.04 1.08
N 0.87 0.10 -1.10
O -1.39 0.14 0.92
F 0.50 0.20 2.24
Cl -0.75 0.39 -1.73
H 0.96 -0.87 -1.41
*
```

Results
HOMO level (spin up / spin down) (eV): -10.2171 / -10.4967
Strongest force on any atom (eV/A): 3.87
Kohn-Sham gap (spin up / spin down) (eV): 8.84 / 9.00

[7]
This record from the Open Molecules 2025 dataset describes a cluster of 2 separate species, C4H9Br2 in total in a non-equilibrium geometry. The level of theory is ωB97M-V/def2-TZVPD.

Structure (ORCA input):
```
! wB97M-V def2-TZVPD RIJCOSX def2/J DEFGRID3
* xyz 0 2
H -1.98 -0.39 1.52
Br -2.82 -1.64 1.58
C 0.72 -0.73 -1.94
C 0.48 0.39 -0.90
C 0.06 -0.04 0.41
C 0.26 0.80 1.58
Br -1.38 1.80 1.98
H 0.90 -0.27 -2.91
H 1.59 -1.34 -1.67
H -0.16 -1.37 -2.02
H 1.41 0.96 -0.72
H -0.24 1.12 -1.32
H -0.35 -1.04 0.55
H 0.50 0.19 2.45
H 1.02 1.57 1.39
*
```

Results
HOMO level (spin up / spin down) (eV): -8.1616 / -10.3726
Strongest force on any atom (eV/A): 1.79
Kohn-Sham gap (spin up / spin down) (eV): 8.99 / 9.85
⟨S²⟩: 0.76

[8]
This record from the Open Molecules 2025 dataset describes an isolated molecule of C4H8N2O2 in a non-equilibrium geometry. The level of theory is ωB97M-V/def2-TZVPD.

Structure (ORCA input):
```
! wB97M-V def2-TZVPD RIJCOSX def2/J DEFGRID3
* xyz 0 1
C 1.07 -0.05 1.30
C -0.07 0.57 -0.96
C -0.22 0.13 0.48
N -1.14 1.31 -1.51
C 0.46 -1.18 0.55
O 0.39 -0.27 -1.96
O -1.40 0.37 1.18
N 0.09 -2.38 0.48
H -0.14 -1.08 -1.97
H -1.20 0.61 2.10
H -0.92 1.90 -2.30
H -1.70 1.79 -0.83
H 0.75 -3.06 0.87
H 2.02 0.32 0.93
H 0.97 -0.09 2.37
H 1.02 1.10 -0.73
*
```

Results
HOMO level (eV): -8.7239
SMILES: [H]/N=C1\C[C@@]1(O)[C@H](N)O
Strongest force on any atom (eV/A): 5.35
Kohn-Sham gap (eV): 9.37

[9]
This record from the Open Molecules 2025 dataset describes an isolated molecule of C7H11NO in a non-equilibrium geometry. The level of theory is ωB97M-V/def2-TZVPD.

Structure (ORCA input):
```
! wB97M-V def2-TZVPD RIJCOSX def2/J DEFGRID3
* xyz 0 1
C 2.23 -0.10 -0.01
C 1.40 1.15 0.39
C 0.12 0.90 -0.33
C -2.07 0.35 -0.35
C -1.36 -1.06 -0.28
C -0.62 -1.20 1.02
C 0.03 -0.57 -0.19
H 3.00 0.10 -0.81
H 2.59 -0.64 0.88
H 1.02 1.12 1.39
H 1.94 2.11 0.23
H 0.19 1.13 -1.38
H -1.11 1.20 1.19
H -2.53 0.59 -1.36
H -3.01 0.48 0.31
H -1.64 -1.93 -0.81
H -0.97 -0.64 1.88
H -0.13 -2.19 1.17
N -1.17 1.39 0.13
O 1.30 -0.98 -0.64
*
```

Results
HOMO level (eV): -9.3089
SMILES: C1C[C@@H]2NC[C@@H]3C[C@@]32O1
Strongest force on any atom (eV/A): 3.52
Kohn-Sham gap (eV): 10.35

[10]
This record from the Open Molecules 2025 dataset describes a structure of composition C26H20F3IrO3P2S3 in a non-equilibrium geometry. The level of theory is ωB97M-V/def2-TZVPD.

Structure (ORCA input):
```
! wB97M-V def2-TZVPD RIJCOSX def2/J DEFGRID3
* xyz 1 2
Ir 2.91 -0.41 -0.13
S 2.25 0.39 -2.53
P 0.57 1.03 -1.52
C 0.75 0.26 0.04
P 0.09 -1.32 0.46
S 1.45 -2.63 -0.34
C -1.57 -1.75 -0.14
C -1.74 -2.75 -1.08
C -3.02 -3.08 -1.50
C -4.11 -2.40 -0.98
C -3.93 -1.39 -0.04
C -2.66 -1.06 0.39
C 0.12 -1.42 2.26
C 0.55 -0.31 2.98
C 0.60 -0.38 4.36
C 0.23 -1.55 5.00
C -0.18 -2.66 4.27
C -0.23 -2.60 2.89
C 0.72 2.82 -1.27
C 1.16 3.29 -0.05
C 1.25 4.65 0.16
C 0.91 5.53 -0.86
C 0.51 5.05 -2.10
C 0.42 3.69 -2.31
C -0.98 0.69 -2.39
C -2.12 1.37 -1.99
C -3.33 1.07 -2.59
C -3.40 0.10 -3.58
C -2.25 -0.58 -3.97
C -1.04 -0.30 -3.38
H -0.88 -3.28 -1.46
H -3.16 -3.86 -2.22
H -5.10 -2.67 -1.29
H -4.78 -0.86 0.36
H -2.49 -0.29 1.13
H 0.85 0.57 2.44
H 0.94 0.47 4.93
H 0.28 -1.60 6.07
H -0.45 -3.57 4.78
H -0.53 -3.46 2.31
H 1.44 2.58 0.73
H 1.58 5.03 1.11
H 0.97 6.60 -0.69
H 0.28 5.74 -2.89
H 0.11 3.30 -3.28
H -2.05 2.14 -1.23
H -4.23 1.60 -2.29
H -4.34 -0.13 -4.05
H -2.31 -1.33 -4.74
H -0.13 -0.80 -3.68
F 6.82 -1.33 1.22
C 5.61 -1.79 1.45
F 5.05 -2.10 0.25
F 5.68 -2.89 2.18
S 4.43 -0.53 2.16
O 4.83 -0.16 3.47
O 4.47 0.53 1.13
O 3.16 -1.25 2.03
*
```

Results
HOMO level (spin up / spin down) (eV): -11.9716 / -11.8993
Strongest force on any atom (eV/A): 5.20
Kohn-Sham gap (spin up / spin down) (eV): 7.05 / 6.12
⟨S²⟩: 0.79

[11]
This record from the Open Molecules 2025 dataset describes a cluster of 11 separate species, C18H58O11 in total in a non-equilibrium geometry. The level of theory is ωB97M-V/def2-TZVPD.

Structure (ORCA input):
```
! wB97M-V def2-TZVPD RIJCOSX def2/J DEFGRID3
* xyz 0 1
C -0.49 0.05 4.88
C -1.82 0.34 5.55
O -1.67 0.85 6.86
H 0.32 0.77 5.10
H -0.51 0.11 3.79
H -0.12 -0.91 5.23
H -2.42 -0.57 5.54
H -2.45 1.01 4.95
H -1.50 1.79 6.75
C -1.19 0.88 -0.10
C 0.26 1.29 -0.26
O 1.05 0.11 -0.12
H -1.48 0.04 -0.73
H -1.91 1.68 -0.25
H -1.26 0.68 0.97
H 0.54 1.99 0.52
H 0.48 1.69 -1.26
H 1.90 0.25 -0.56
C 5.68 -2.76 -0.04
C 4.31 -3.09 0.52
O 3.37 -2.14 -0.02
H 6.10 -1.80 0.25
H 5.60 -2.88 -1.12
H 6.40 -3.52 0.28
H 4.24 -3.00 1.61
H 4.04 -4.10 0.22
H 2.53 -2.36 0.41
C -3.91 -0.55 1.72
C -5.42 -0.51 1.72
O -5.86 0.04 0.48
H -3.64 -1.16 0.85
H -3.41 -0.93 2.61
H -3.59 0.49 1.68
H -5.73 0.14 2.55
H -5.97 -1.46 1.82
H -6.78 -0.22 0.39
C 0.14 0.01 -4.14
C -0.40 1.08 -5.09
O -0.42 2.39 -4.53
H 0.23 0.30 -3.10
H 1.16 -0.25 -4.42
H -0.43 -0.90 -4.33
H -1.39 0.80 -5.44
H 0.21 1.02 -6.00
H 0.48 2.73 -4.45
C 6.15 1.38 1.13
C 4.71 0.96 0.80
O 4.33 1.59 -0.44
H 6.19 2.39 1.55
H 6.90 1.29 0.34
H 6.47 0.72 1.94
H 4.00 1.32 1.53
H 4.73 -0.13 0.68
H 5.11 1.85 -0.93
C 1.57 -3.11 3.28
C 0.60 -2.52 2.30
O 0.77 -2.88 0.92
H 1.48 -4.20 3.32
H 1.31 -2.71 4.26
H 2.58 -2.82 3.01
H 0.75 -1.43 2.32
H -0.44 -2.72 2.55
H 0.68 -2.09 0.38
C -3.73 2.89 -2.17
C -2.73 3.80 -2.89
O -2.89 3.73 -4.29
H -4.61 2.72 -2.78
H -3.94 3.29 -1.18
H -3.21 1.93 -2.06
H -1.72 3.54 -2.54
H -2.89 4.84 -2.61
H -2.29 3.08 -4.66
C -3.01 -2.33 -2.58
C -4.11 -1.29 -2.49
O -5.00 -1.65 -1.45
H -2.41 -2.16 -3.48
H -3.47 -3.32 -2.62
H -2.36 -2.29 -1.71
H -4.74 -1.27 -3.39
H -3.74 -0.27 -2.32
H -5.58 -0.93 -1.19
O 2.81 3.57 1.15
H 3.09 2.65 1.18
H 2.86 3.80 0.22
O 3.36 -0.23 -2.49
H 3.87 0.49 -2.09
H 3.28 -0.89 -1.79
*
```

Results
HOMO level (eV): -9.5578
SMILES: CCO.CCO.CCO.CCO.CCO.CCO.CCO.CCO.CCO.O.O
Strongest force on any atom (eV/A): 2.55
Kohn-Sham gap (eV): 9.84

[12]
This record from the Open Molecules 2025 dataset describes a cluster of 2 separate species, C5H11NO in total in a non-equilibrium geometry. The level of theory is ωB97M-V/def2-TZVPD.

Structure (ORCA input):
```
! wB97M-V def2-TZVPD RIJCOSX def2/J DEFGRID3
* xyz 0 1
N -0.76 1.35 -0.27
C -0.79 -0.03 -0.30
C -1.34 -1.50 0.52
C -0.45 -0.55 1.11
C 1.05 -0.97 1.13
C -0.31 -0.64 -1.63
H 0.29 1.62 -0.45
H -1.40 1.88 -0.85
H -2.41 -1.53 0.68
H -0.61 -0.01 2.02
H 1.46 -1.11 2.13
H 1.03 -1.90 0.56
H -1.14 -1.14 -2.12
H 0.20 0.12 -2.22
H 0.37 -1.44 -1.32
H 2.31 2.50 -0.40
H 1.75 -0.28 0.63
O 1.77 1.71 -0.25
*
```

Results
HOMO level (eV): -8.4768
Strongest force on any atom (eV/A): 5.32
Kohn-Sham gap (eV): 5.56

[13]
This record from the Open Molecules 2025 dataset describes a cluster of 10 separate species, C5H30N2O9 in total in a non-equilibrium geometry. The level of theory is ωB97M-V/def2-TZVPD.

Structure (ORCA input):
```
! wB97M-V def2-TZVPD RIJCOSX def2/J DEFGRID3
* xyz 0 1
C -2.46 1.45 -0.68
C -1.88 0.71 0.52
C -0.60 -0.02 0.19
C -0.13 -0.93 1.04
N 1.11 -1.62 1.06
C 0.89 -3.02 1.49
N -2.44 2.86 -0.77
H -2.00 1.02 -1.61
H -3.61 1.25 -0.59
H -1.75 1.36 1.39
H -2.72 -0.01 0.81
H -0.02 0.36 -0.81
H -0.70 -1.15 1.91
H 1.63 -1.67 0.14
H 1.28 -3.91 0.77
H 1.46 -3.26 2.38
H -0.18 -3.25 1.54
H -2.74 3.16 -1.61
H -1.58 3.20 -0.56
H 2.68 1.01 -0.55
H 3.85 0.97 -1.55
O 3.16 0.43 -1.13
H -0.82 0.04 -3.44
H -1.09 -1.34 -3.99
O -1.50 -0.53 -3.74
H -1.89 -1.77 -1.03
H -3.27 -2.13 -1.14
O -2.46 -2.54 -0.97
H 2.34 0.07 -3.84
H 2.00 -0.40 -2.41
O 1.60 -0.33 -3.35
H 1.84 2.49 1.18
H 3.08 1.72 1.59
O 2.53 1.96 0.85
H 3.46 -0.60 2.66
H 2.40 0.29 3.17
O 3.25 0.02 3.44
H -3.42 -1.88 2.62
H -2.59 -2.51 1.35
O -2.48 -1.94 2.24
H -0.01 0.94 3.11
H 0.86 0.55 4.32
O 0.88 1.09 3.46
H 0.97 3.13 -2.59
H 0.14 2.13 -3.46
O 0.95 2.64 -3.42
*
```

Results
HOMO level (eV): -8.3559
SMILES: CN/C=C/CCN.O.O.O.O.O.O.O.O.O
Strongest force on any atom (eV/A): 3.81
Kohn-Sham gap (eV): 8.55

[14]
This record from the Open Molecules 2025 dataset describes a structure of composition CH2F3NO4SV in a non-equilibrium geometry. The level of theory is ωB97M-V/def2-TZVPD.

Structure (ORCA input):
```
! wB97M-V def2-TZVPD RIJCOSX def2/J DEFGRID3
* xyz 0 4
V -1.50 1.16 -0.52
O 1.37 1.46 0.48
H 1.13 2.45 0.43
N 0.47 0.66 -0.20
S 0.06 -0.72 0.49
O 0.54 -1.05 1.82
O -1.42 -0.71 0.23
C 0.66 -2.15 -0.56
F 1.94 -2.37 -0.28
F 0.53 -1.85 -1.84
F -0.04 -3.24 -0.29
O -1.90 2.93 -0.28
H -1.85 3.43 0.53
*
```

Results
HOMO level (spin up / spin down) (eV): -8.6432 / -9.8889
Strongest force on any atom (eV/A): 2.69
Kohn-Sham gap (spin up / spin down) (eV): 8.76 / 9.39
⟨S²⟩: 3.76

[15]
This record from the Open Molecules 2025 dataset describes a cluster of 4 separate species, C25H55BrNO4S in total in a non-equilibrium geometry. The level of theory is ωB97M-V/def2-TZVPD.

Structure (ORCA input):
```
! wB97M-V def2-TZVPD RIJCOSX def2/J DEFGRID3
* xyz 1 1
C -2.05 -2.05 -0.26
O -2.43 -2.68 0.95
C -1.34 -2.87 1.82
C -1.01 -1.62 2.71
C -0.40 -1.96 4.10
C 1.17 -1.87 4.14
C 1.70 -2.75 2.97
C 3.24 -3.03 3.02
C 3.66 -3.58 1.61
C 4.37 -4.94 1.48
S 4.21 -5.05 -0.38
C 4.51 -3.27 -0.48
N 4.21 -2.63 0.62
C 4.41 -1.17 0.79
C 3.65 -0.32 -0.28
C 2.46 0.47 0.41
Br 0.85 0.20 -0.70
H -2.22 -0.96 -0.16
H -2.69 -2.39 -1.10
H -1.00 -2.25 -0.56
H -0.42 -3.09 1.24
H -1.48 -3.75 2.49
H -1.96 -1.05 2.82
H -0.33 -0.96 2.13
H -0.81 -1.24 4.84
H -0.72 -2.97 4.42
H 1.50 -0.82 4.02
H 1.50 -2.28 5.11
H 1.17 -3.72 2.93
H 1.50 -2.23 2.00
H 3.84 -2.18 3.37
H 3.41 -3.85 3.74
H 2.66 -3.80 1.14
H 5.42 -5.05 1.78
H 3.69 -5.66 1.98
H 4.91 -2.79 -1.38
H 5.49 -0.97 0.67
H 4.16 -0.85 1.81
H 4.35 0.46 -0.63
H 3.32 -0.89 -1.16
H 2.26 -0.02 1.38
H 2.67 1.54 0.50
C 4.12 6.83 -2.34
C 4.50 5.94 -1.17
O 3.41 5.18 -0.67
C 2.82 4.26 -1.57
C 3.78 3.18 -2.05
H 3.25 7.44 -2.09
H 4.95 7.49 -2.59
H 3.88 6.25 -3.23
H 4.84 6.56 -0.34
H 5.33 5.28 -1.43
H 2.38 4.79 -2.42
H 1.99 3.80 -1.03
H 4.56 3.59 -2.68
H 3.24 2.43 -2.62
H 4.26 2.70 -1.19
C -5.44 -3.07 1.67
C -5.91 -3.49 0.28
O -7.04 -4.35 0.30
C -8.22 -3.80 0.86
C -8.74 -2.59 0.11
H -5.31 -3.94 2.31
H -4.50 -2.53 1.60
H -6.17 -2.41 2.15
H -5.11 -4.06 -0.20
H -6.10 -2.62 -0.35
H -8.07 -3.57 1.92
H -8.97 -4.60 0.81
H -8.07 -1.73 0.22
H -9.72 -2.30 0.49
H -8.83 -2.81 -0.96
C -2.04 5.85 -4.04
C -2.24 4.38 -4.36
O -1.05 3.62 -4.31
C -0.41 3.56 -3.05
C -1.25 2.92 -1.96
H -1.23 6.27 -4.65
H -2.95 6.41 -4.24
H -1.77 6.00 -2.99
H -2.61 4.29 -5.39
H -3.01 3.94 -3.72
H -0.07 4.56 -2.75
H 0.49 2.96 -3.19
H -2.11 3.55 -1.70
H -0.66 2.78 -1.05
H -1.64 1.96 -2.29
*
```

Results
HOMO level (eV): -10.7529
Strongest force on any atom (eV/A): 1.95
Kohn-Sham gap (eV): 6.34